No. 1
Formula: C20H28HgN2Si
Source: the Open Molecules 2025 dataset
Level of theory: wB97M-V/def2-TZVPD

Last column: natural (NBO) charge in e.
Geometry (Å):
C: 1.838 -2.224 -3.611  -0.1965
H: 1.668 1.002 -2.463  0.2079
C: 0.742 2.000 4.339  -0.3541
C: -0.375 -1.193 -0.379  -1.2452
C: 1.109 2.270 2.990  -0.4274
H: 4.824 -0.946 -4.686  0.2163
C: -0.071 2.799 2.315  -0.4295
H: -2.248 -0.144 3.871  0.3871
N: 1.335 -1.173 3.381  -0.8674
H: -1.591 2.037 -5.636  0.2143
C: -0.709 -1.211 4.771  -0.2371
C: -2.991 2.112 -3.991  -0.1984
H: 3.455 -3.036 -4.786  0.2141
H: 3.896 1.088 -3.563  0.2142
C: 3.832 -0.980 -4.215  -0.2058
H: 0.547 -0.637 -0.104  0.2512
H: -1.266 -0.575 -0.109  0.2538
C: -0.637 2.278 4.486  -0.3177
C: 3.076 -2.161 -4.254  -0.2148
H: -4.247 1.897 -2.244  0.2154
H: 1.422 1.739 5.148  0.2093
C: -1.450 0.042 -2.883  -0.4548
N: -1.480 -0.758 3.601  -0.8777
H: -1.891 -1.557 3.115  0.3671
H: -1.328 -1.870 5.394  0.1800
C: 1.342 -1.092 -2.951  -0.5465
C: 2.071 0.108 -2.945  -0.1381
C: 3.322 0.159 -3.572  -0.2337
H: -1.251 -2.706 -1.924  -0.1689
H: -0.396 -2.198 0.057  0.2641
H: 1.120 -2.216 5.228  0.1823
H: -0.428 -0.335 5.367  0.2138
H: -0.198 0.260 -4.628  0.2241
C: -2.601 0.503 -2.215  -0.2197
C: -1.867 1.628 -4.666  -0.2205
H: -0.646 -2.885 -2.515  0.0439
H: -3.586 2.923 -4.419  0.2163
C: -3.357 1.541 -2.764  -0.2145
C: 0.529 -1.962 4.332  -0.2285
C: -1.090 0.611 -4.110  -0.1992
H: -2.912 0.052 -1.270  0.2125
H: 1.242 -3.135 -3.626  0.2121
H: -1.188 2.239 5.427  0.2090
H: 0.227 -2.896 3.841  0.1856
H: 1.777 -0.402 3.878  0.3753
H: -0.056 3.337 1.372  0.2391
Si: -0.310 -1.200 -2.157  1.4634
H: 2.121 2.283 2.598  0.2272
H: -2.172 3.056 3.070  0.2164
H: 2.097 -1.753 3.022  0.3693
Hg: -0.095 0.550 1.825  0.7578
C: -1.153 2.732 3.258  -0.3464

Results
- Relative energy (zero: lowest compared OMol25 entry of this formula, charge and spin): 42.11 kcal per mole
- E_LUMO (alpha / beta): 0.020 / 0.005 hartree
- Frontier orbital gap (alpha / beta): 5.96 / 4.77 eV
- Total charge: 0
- Calculated total energy: -36220.14086 eV

=====

No. 2
Formula: C20H28N2O3S2
Source: the Open Molecules 2025 dataset
Level of theory: wB97M-V/def2-TZVPD

Last column: natural (NBO) charge in e.
Geometry (Å):
C: -2.825 -4.807 0.050  -0.6080
H: -3.335 -0.703 2.155  0.2052
H: -0.803 -4.096 -0.043  0.2014
N: 2.907 1.073 -0.676  -0.6091
H: 6.442 -1.816 2.849  0.2288
C: 0.948 0.033 -1.561  -0.2404
H: 1.589 -0.652 -2.098  0.2123
C: 5.926 -0.015 1.696  -0.2543
C: 6.121 -1.399 1.912  -0.2425
H: -2.557 -5.765 -0.389  0.2115
H: -5.988 -0.077 0.802  0.2061
H: -1.340 2.514 0.288  0.2416
H: -5.840 -0.497 2.513  0.1855
H: -4.220 -2.253 0.392  0.1995
C: -2.054 -2.399 0.343  -0.4213
H: -2.868 -4.926 1.130  0.2004
H: 5.924 -3.207 0.685  0.2390
H: -3.813 -4.534 -0.309  0.2028
C: 3.695 1.909 0.057  0.7004
H: 6.080 0.734 2.451  0.2308
C: -7.017 1.264 2.131  -0.5984
H: -2.056 -2.535 1.427  0.1958
C: 0.691 1.916 -0.073  -0.1983
H: 5.747 2.391 0.378  0.2554
H: -7.962 0.727 2.089  0.2066
H: -4.542 1.903 1.148  0.2347
H: -3.498 -1.886 -1.187  0.2371
H: -2.403 0.695 1.593  0.1988
C: 1.516 1.020 -0.751  0.1644
H: -0.883 -0.807 -2.311  0.2426
H: -1.802 -3.612 -1.414  0.1950
C: -3.352 0.155 1.479  -0.2179
C: 5.861 -2.144 0.811  -0.4041
O: -3.579 1.959 -0.865  -0.9434
C: -0.424 -0.065 -1.678  -0.1824
H: -1.237 -1.717 0.097  0.2122
H: -7.053 2.084 1.418  0.2065
O: -3.331 0.000 -2.341  -0.9466
C: 5.186 1.612 -0.141  -0.5293
C: -1.233 0.821 -0.990  -0.3614
N: -3.476 -0.346 0.125  -0.6904
H: 1.129 2.686 0.540  0.2534
C: -0.683 1.812 -0.200  -0.1898
O: 3.298 2.780 0.791  -0.5881
C: 5.527 0.279 0.430  -0.1840
S: -3.016 0.665 -1.110  2.3429
C: -5.855 0.334 1.803  -0.3972
H: 3.383 0.367 -1.225  0.4008
C: -1.797 -3.747 -0.331  -0.3878
H: -6.903 1.682 3.129  0.1975
S: 5.378 -1.171 -0.522  0.3946
H: 5.422 1.649 -1.207  0.2324
H: -4.346 1.464 2.855  0.1969
C: -3.378 -1.765 -0.109  -0.2265
C: -4.519 1.071 1.850  -0.4112

Results
- Relative energy (zero: lowest compared OMol25 entry of this formula, charge and spin): 19.44 kcal per mole
- E_LUMO: 0.013 hartree
- Frontier orbital gap: 9.15 eV
- Total charge: 0
- Calculated total energy: -51987.86526 eV

=====

No. 3
Formula: C20H28N2SiZn
Source: the Open Molecules 2025 dataset
Level of theory: wB97M-V/def2-TZVPD

Last column: natural (NBO) charge in e.
Geometry (Å):
H: -0.433 -4.012 -4.434  0.2045
C: -2.485 2.676 1.392  -0.3540
C: -1.885 -3.801 -2.847  -0.2415
C: -0.437 1.884 2.123  -0.6185
C: -1.242 0.765 1.671  -0.3065
H: 2.964 0.461 -0.669  0.2277
N: -0.869 2.112 -1.496  -0.9579
H: 0.481 -3.773 0.937  0.2248
C: -0.602 -3.700 -3.402  -0.2009
H: -0.949 -0.287 1.734  0.2294
H: -1.168 4.768 -0.519  0.2303
H: 0.024 3.379 -2.965  0.1980
H: 2.940 -0.482 -2.169  0.2234
C: -0.334 4.522 -1.177  -0.2413
H: 0.438 1.809 2.772  0.2406
H: -0.028 5.436 -1.689  0.2005
H: 1.604 -2.639 4.942  0.2107
H: -1.841 1.941 -1.207  0.4200
C: -1.248 3.075 1.954  -0.3503
H: -1.207 -2.840 0.323  0.2061
H: 1.668 4.092 -0.845  0.3859
H: -3.090 -3.630 -1.038  0.2114
H: -0.209 -0.588 -1.188  -0.2304
N: 0.791 4.018 -0.331  -0.9287
Si: 1.062 -1.209 -0.659  1.3263
H: 2.425 -0.428 4.074  0.1973
H: -3.320 0.665 0.870  0.2133
C: 1.306 -1.781 1.131  -0.4445
C: 1.929 -0.880 2.019  -0.2253
H: 0.945 0.352 -0.011  -0.5308
H: 2.345 0.074 1.661  0.2064
C: -1.027 -3.061 -0.734  -0.1665
H: -0.976 4.085 2.275  0.2010
C: -0.738 3.463 -2.179  -0.2386
Zn: 0.472 2.029 0.149  1.5553
H: -2.717 -4.141 -3.469  0.2075
C: 2.812 -0.533 -1.084  -1.0712
H: 1.458 -3.084 -3.072  0.2030
C: -2.474 1.266 1.213  -0.3386
H: 0.740 -4.336 3.312  0.2074
H: -1.695 3.708 -2.653  0.2140
C: 1.996 -1.171 3.389  -0.1699
C: 1.531 -2.405 3.876  -0.2376
C: 0.916 -3.034 1.610  -0.2197
C: 0.464 -3.193 -2.639  -0.2411
H: 3.541 -1.210 -0.644  0.2401
C: -2.100 -3.513 -1.497  -0.2342
H: -3.319 3.342 1.171  0.2053
C: 1.037 -3.350 2.968  -0.2081
H: 0.916 4.607 0.498  0.4092
H: -0.643 1.327 -2.115  0.4100
C: 0.227 -2.774 -1.329  -0.4533

Results
- Relative energy (zero: lowest compared OMol25 entry of this formula, charge and spin): 0.00 kcal per mole
- E_LUMO: -0.016 hartree
- Frontier orbital gap: 6.53 eV
- Total charge: 0
- Calculated total energy: -80467.19717 eV

=====

No. 4
Formula: C20H28N3
Source: the Open Molecules 2025 dataset
Level of theory: wB97M-V/def2-TZVPD

Last column: natural (NBO) charge in e.
Geometry (Å):
H: -7.126 -0.260 1.055  0.2056
H: -2.387 0.318 2.987  0.2305
H: -0.271 2.959 -5.259  0.2284
C: -1.008 3.119 1.593  -0.1120
H: -6.697 1.317 0.338  0.1884
H: -3.369 -1.814 -3.428  0.2038
H: 1.500 3.810 4.691  0.2369
C: -5.195 -0.483 -1.091  0.6569
C: -1.702 1.868 1.635  -0.1153
C: -0.282 3.580 2.679  -0.2396
H: -6.006 -2.664 -3.216  0.2003
H: -3.405 1.742 -2.007  0.2533
H: 0.933 2.383 5.596  0.2361
N: -4.309 0.268 -0.465  -0.9122
H: -6.902 -0.621 -3.028  0.2153
H: -2.216 2.207 -4.150  0.2288
N: -6.563 -0.331 -0.981  -0.4548
H: -2.864 -2.233 -1.771  0.1900
C: -7.185 0.352 0.137  -0.4033
H: 0.313 4.495 2.577  0.2366
C: -7.444 -0.625 -2.084  -0.4026
C: -5.546 -2.667 -2.220  -0.4098
H: -8.227 0.139 -2.134  0.2080
H: -4.854 -3.517 -2.190  0.2109
H: -4.778 0.982 0.098  0.3478
N: -4.807 -1.450 -1.985  -0.4381
C: -1.791 1.223 2.907  -0.0894
C: -1.649 2.087 -3.221  -0.2220
H: -2.975 -0.519 -2.262  0.2329
C: 0.473 2.055 -2.069  -0.2267
C: -1.599 1.597 -0.824  -0.1001
H: 0.398 1.634 0.037  0.2259
H: -8.241 0.528 -0.108  0.2219
C: 0.437 2.510 -4.555  -0.6455
H: 1.560 2.176 -2.066  0.2318
C: -2.318 1.810 -2.035  -0.1622
H: 1.280 3.195 -4.417  0.2339
H: 0.057 3.913 5.712  0.2534
C: -2.194 1.250 0.441  0.1336
C: 0.613 3.262 5.026  -0.6545
H: -6.320 -2.837 -1.469  0.2171
C: -0.253 2.210 -3.262  0.0655
H: -2.775 0.340 0.560  0.2833
H: -0.989 3.671 0.651  0.2389
C: -3.420 -1.507 -2.378  -0.4093
H: 0.833 1.596 -5.018  0.2427
C: -0.177 1.760 -0.889  -0.1639
H: -7.927 -1.599 -1.951  0.1934
C: -0.244 2.836 3.870  0.1208
H: -1.004 1.108 4.912  0.2371
C: -1.031 1.680 3.979  -0.2482

Results
- Relative energy (zero: lowest compared OMol25 entry of this formula, charge and spin): 0.00 kcal per mole
- E_LUMO: -0.180 hartree
- Frontier orbital gap: 6.24 eV
- Total charge: +1
- Calculated total energy: -25656.91293 eV